{
  "formula": "C25H30AlBr66O2S",
  "method": "ωB97M-V with the def2-TZVPD basis set",
  "charge": -1,
  "e_homo_ev": -4.82,
  "symbols": ["C", "Al", "S", "C", "C", "O", "O", "H", "H", "H", "H", "H", "H", "H", "H", "C", "Br", "Br", "Br", "H", "C", "Br", "Br", "Br", "H", "C", "Br", "Br", "Br", "H", "C", "Br", "Br", "Br", "H", "C", "Br", "Br", "Br", "H", "C", "Br", "Br", "Br", "H", "C", "Br", "Br", "Br", "H", "C", "Br", "Br", "Br", "H", "C", "Br", "Br", "Br", "H", "C", "Br", "Br", "Br", "H", "C", "Br", "Br", "Br", "H", "C", "Br", "Br", "Br", "H", "C", "Br", "Br", "Br", "H", "C", "Br", "Br", "Br", "H", "C", "Br", "Br", "Br", "H", "C", "Br", "Br", "Br", "H", "C", "Br", "Br", "Br", "H", "C", "Br", "Br", "Br", "H", "C", "Br", "Br", "Br", "H", "C", "Br", "Br", "Br", "H", "C", "Br", "Br", "Br", "H", "C", "Br", "Br", "Br", "H"],
  "coordinates": [[-2.80, 1.04, 0.94], [-4.64, 1.70, 1.46], [-4.76, 3.98, 1.34], [-6.18, 0.92, 0.35], [-7.43, 0.90, 1.21], [-7.46, 0.67, 2.37], [-8.63, 1.17, 0.52], [-2.05, 1.51, 1.61], [-2.53, 1.40, -0.08], [-2.68, -0.05, 1.02], [-4.90, 1.30, 2.98], [-4.61, 4.25, 0.02], [-6.38, 1.59, -0.50], [-6.01, -0.12, 0.02], [-9.02, 1.89, 1.03], [-10.81, -1.64, 0.62], [-10.77, -2.09, -1.25], [-12.62, -1.42, 1.26], [-9.83, -2.91, 1.69], [-10.32, -0.68, 0.73], [0.47, 3.30, 0.10], [-0.63, 3.14, 1.66], [1.03, 1.58, -0.58], [-0.39, 4.36, -1.27], [1.37, 3.83, 0.39], [4.72, 1.13, -3.08], [4.02, 2.65, -4.03], [4.74, 1.42, -1.17], [3.80, -0.49, -3.56], [5.75, 1.01, -3.39], [8.14, 1.12, -5.67], [7.42, 2.65, -6.62], [8.28, 1.45, -3.78], [7.11, -0.48, -6.03], [9.14, 0.96, -6.05], [6.13, -3.59, -4.05], [4.53, -3.68, -5.12], [5.84, -4.31, -2.28], [7.63, -4.42, -4.93], [6.38, -2.54, -3.93], [-2.71, 0.51, 5.62], [-4.03, 0.25, 7.01], [-1.96, -1.17, 5.02], [-3.46, 1.55, 4.10], [-1.89, 1.07, 6.07], [-2.39, 4.30, 7.71], [-2.86, 3.77, 5.91], [-0.61, 3.70, 8.19], [-2.59, 6.21, 7.98], [-3.08, 3.81, 8.38], [0.15, -2.93, -4.12], [0.22, -1.01, -4.21], [1.49, -3.65, -2.92], [-1.61, -3.56, -3.67], [0.38, -3.31, -5.10], [-0.83, 9.98, 7.88], [-2.61, 9.50, 8.44], [-0.67, 9.99, 5.96], [-0.26, 11.65, 8.66], [-0.17, 9.21, 8.25], [8.11, -7.61, -0.87], [6.30, -8.13, -0.44], [8.37, -7.47, -2.77], [8.64, -6.00, 0.05], [8.76, -8.40, -0.51], [-0.86, 3.95, -5.08], [-1.35, 3.53, -6.90], [0.91, 3.31, -4.65], [-1.04, 5.84, -4.72], [-1.55, 3.44, -4.44], [-16.97, -1.70, 1.59], [-15.95, -0.16, 2.15], [-18.86, -1.47, 1.93], [-16.62, -2.16, -0.25], [-16.64, -2.54, 2.20], [-16.71, 0.11, 5.95], [-17.96, -1.34, 5.71], [-17.39, 1.43, 7.17], [-14.97, -0.53, 6.47], [-16.60, 0.59, 4.99], [3.30, -6.39, 1.03], [2.56, -4.88, 0.08], [3.31, -6.11, 2.93], [2.40, -8.04, 0.55], [4.33, -6.49, 0.71], [-21.92, 1.31, 7.70], [-21.50, 0.71, 5.92], [-21.27, 0.08, 9.04], [-21.29, 3.11, 8.02], [-23.00, 1.33, 7.79], [9.57, 2.08, 0.23], [10.17, 3.88, 0.58], [7.76, 2.04, -0.44], [10.80, 1.15, -0.94], [9.58, 1.56, 1.18], [8.32, -3.35, -9.27], [8.52, -1.45, -9.49], [9.68, -4.08, -8.11], [6.55, -3.82, -8.67], [8.46, -3.80, -10.24], [11.95, -6.53, -10.40], [11.41, -7.61, -8.89], [10.44, -5.79, -11.33], [13.21, -5.16, -9.88], [12.46, -7.19, -11.09], [12.03, -11.22, -6.41], [13.24, -9.78, -5.98], [10.20, -10.75, -5.99], [12.23, -11.80, -8.24], [12.30, -12.06, -5.78], [-13.70, 0.16, 10.25], [-14.62, 1.82, 10.56], [-11.79, 0.40, 10.19], [-14.21, -1.19, 11.53], [-14.01, -0.20, 9.28], [13.35, 6.28, -1.57], [12.64, 7.79, -2.54], [13.44, 6.64, 0.33], [12.38, 4.66, -1.94], [14.36, 6.13, -1.91], [17.55, 5.88, -1.14], [16.84, 7.39, -2.12], [17.65, 6.23, 0.75], [16.58, 4.25, -1.52], [18.56, 5.73, -1.49]]
}